Here is one molecule with the formula C2H9NSi from OMol25. Energies are from ωB97M-V/def2-TZVPD.

Structure (XYZ):
```
13
Properties=species:S:1:pos:R:3:nbo_charge:R:1
C -0.590 -1.229 -0.655 -0.39
N -0.020 0.026 -0.263 -0.88
C -1.131 0.983 0.597 -0.42
Si 1.674 0.311 0.010 1.08
H 0.002 -1.638 -1.383 0.20
H -0.556 -1.937 0.292 0.14
H -1.657 -1.278 -0.852 0.20
H -1.457 1.827 -0.010 0.20
H -2.048 0.283 0.848 0.20
H -0.605 1.325 1.535 0.20
H 2.126 -0.912 -0.592 -0.19
H 2.036 1.461 -0.958 -0.19
H 2.227 0.779 1.431 -0.17
```

Properties
- relative energy (zero: lowest compared OMol25 entry of this formula, charge and spin) (kcal/mol) = 62.6
- HOMO energy (eV) = -8.39
- E_LUMO (Eh) = 0.035
- total energy (a.u.) = -425.7669

=====

Here is a 2-piece molecular cluster, C2H9OS overall from OMol25. Energies are from ωB97M-V/def2-TZVPD.

Structure (XYZ):
```
13
Properties=species:S:1:pos:R:3:nbo_charge:R:1
O 2.383 0.499 -0.827 -0.96
H 2.814 -0.017 -1.512 0.50
H 3.185 0.855 -0.397 0.50
H 0.841 0.003 0.166 0.23
C -0.873 -1.676 0.347 -0.72
S -0.274 -0.056 0.958 0.62
C -1.170 1.320 0.283 -0.77
H -0.177 -2.445 0.664 0.28
H -1.912 -1.792 0.633 0.27
H -0.829 -1.613 -0.741 0.25
H -0.448 2.133 0.202 0.28
H -1.969 1.663 0.935 0.28
H -1.571 1.128 -0.712 0.26
```

Properties
- relative energy (zero: lowest compared OMol25 entry of this formula, charge and spin) (kcal/mol) = 3.2
- HOMO energy (eV) = -16.13
- net charge = +1
- E_LUMO (Eh) = -0.122
- total energy (a.u.) = -554.7449

=====

Here is C2HBeFO2 as an isolated structure from OMol25. Energies are from ωB97M-V/def2-TZVPD.

Structure (XYZ):
```
7
Properties=species:S:1:pos:R:3:nbo_charge:R:1
C 0.851 -0.828 -0.151 0.44
H 1.459 -0.042 0.328 0.18
F 1.014 -1.950 0.725 -0.35
O -0.644 -0.715 -0.435 -0.44
C -0.955 0.524 -0.493 0.07
O -0.260 1.590 -0.390 -0.77
Be -1.464 1.421 0.418 0.86
```

Properties
- HOMO energy (spin up / spin down) (eV) = -10.18 / -6.51
- E_LUMO (spin up / spin down) (Eh) = -0.007 / -0.055
- total energy (a.u.) = -341.6488

=====

Here is C2HBr2NO as an isolated structure from OMol25. Energies are from ωB97M-V/def2-TZVPD.

Structure (XYZ):
```
7
Properties=species:S:1:pos:R:3:nbo_charge:R:1
C -0.923 -0.669 -0.853 0.88
C 0.947 0.277 1.255 -0.30
N -0.898 0.285 -0.119 -0.78
O -0.797 -1.507 -1.655 -0.48
Br 1.624 -1.316 0.668 0.13
Br 1.558 1.874 0.497 0.09
H -1.511 1.055 0.206 0.47
```

Properties
- relative energy (zero: lowest compared OMol25 entry of this formula, charge and spin) (kcal/mol) = 56.0
- HOMO energy (eV) = -8.65
- E_LUMO (Eh) = -0.028
- total energy (a.u.) = -5354.7108

=====

no.,F_max (eV/A)
1,5.0
2,1.7
3,11.3
4,1.9